No. 1
Here is a molecular structure, C36H55AlBCl2N4O2P2Se from the OMol25 dataset. Energies are from wB97M-V/def2-TZVPD.

XYZ file:
```
104
C36H55AlBCl2N4O2P2Se (wB97M-V/def2-TZVPD)
Al -0.64214 0.28611 0.11012
C -1.47938 1.44781 4.71162
C -0.07542 1.66423 4.14003
C 0.97045 1.62709 5.25562
C -0.03364 3.04833 3.47395
P 0.20497 0.38270 2.77062
C 2.01676 0.59184 2.41560
N 2.29432 0.45507 0.99993
B 1.39466 0.32840 -0.10791
N 2.21005 0.42615 -1.28615
C 1.87397 0.51023 -2.70415
P 0.04811 0.74826 -3.01037
C 0.06005 2.53571 -3.64735
C 0.79818 2.81730 -4.95690
C -1.40022 2.98031 -3.78435
C 0.73562 3.35385 -2.53033
C -0.30319 -0.48417 -4.40607
C 0.30428 -0.15555 -5.76729
C -1.83005 -0.59167 -4.52145
C 0.23733 -1.83995 -3.92914
C 3.54127 0.53797 -0.88941
C 4.70276 0.62615 -1.64044
C 5.91268 0.74514 -0.96700
C 5.96057 0.78404 0.42228
C 4.79935 0.70369 1.18071
C 3.59186 0.57408 0.51408
C 0.10999 -1.36171 3.50787
C 0.90529 -2.27324 2.55922
C 0.65381 -1.54487 4.92288
C -1.37038 -1.77041 3.46079
H -1.74728 2.28095 5.36572
H -1.54159 0.53407 5.30241
H -2.22251 1.39621 3.91135
H 0.80034 2.47397 5.92468
H 1.98599 1.71700 4.86779
H 0.90577 0.72239 5.85241
H 0.03914 3.81977 4.24297
H -0.94378 3.23219 2.90802
H 0.81801 3.16779 2.80175
H 2.59903 -0.13044 2.99565
H 2.32223 1.58909 2.74644
H 2.23875 -0.37191 -3.23230
H 2.39873 1.37050 -3.12738
H 0.20670 2.53880 -5.82550
H 1.76165 2.30930 -5.01187
H 0.98667 3.89215 -5.02400
H -1.93922 2.37878 -4.51650
H -1.43867 4.02033 -4.11882
H -1.92443 2.90789 -2.83125
H 1.82134 3.34546 -2.62791
H 0.48761 2.97273 -1.53935
H 0.40779 4.39455 -2.59402
H -0.24233 0.64055 -6.26875
H 0.24181 -1.04370 -6.40175
H 1.35425 0.13101 -5.69570
H -2.29778 0.37266 -4.72419
H -2.26025 -0.98919 -3.60149
H -2.08758 -1.26755 -5.34088
H 1.29342 -1.97450 -4.16812
H -0.32029 -2.64326 -4.41691
H 0.10020 -1.94488 -2.85454
H 4.67519 0.60652 -2.72276
H 6.83196 0.81662 -1.53274
H 6.91585 0.88315 0.92017
H 4.84196 0.74603 2.26200
H 1.98285 -2.14682 2.67613
H 0.64520 -2.07682 1.51792
H 0.66615 -3.31603 2.78507
H 1.66837 -1.15438 5.01585
H 0.68621 -2.61271 5.15480
H 0.01406 -1.07019 5.66615
H -1.80136 -1.56188 2.48245
H -1.96266 -1.24867 4.21364
H -1.46736 -2.84340 3.64978
Cl -6.62360 4.29962 0.12183
C -5.34544 3.14085 0.04229
C -5.66800 1.78591 -0.11098
C -4.67471 0.83681 -0.18193
Cl -5.06991 -0.82571 -0.38722
C -3.31619 1.19477 -0.08960
O -2.38293 0.29256 -0.18684
C -3.01512 2.56957 0.09355
C -1.66662 2.94778 0.31096
O -0.74659 2.13466 0.52313
C -4.03967 3.53506 0.13525
H -6.70502 1.48497 -0.16497
H -1.41941 4.01349 0.33620
H -3.78756 4.57946 0.27090
C -2.96633 -4.99627 1.15569
N -1.54803 -5.04492 0.85427
C -0.74208 -6.14346 1.06015
C 0.49653 -5.81092 0.64542
N 0.43699 -4.50857 0.19275
C 1.56823 -3.80317 -0.37565
C -0.82238 -4.04225 0.31159
Se -1.54254 -2.40095 -0.18977
H -3.38385 -5.99439 1.04936
H -3.45894 -4.31345 0.46935
H -3.13385 -4.63844 2.17171
H -1.11543 -7.05521 1.49091
H 1.40872 -6.37984 0.62636
H 2.47082 -4.07448 0.16741
H 1.40689 -2.73006 -0.30058
H 1.69396 -4.07038 -1.42493
```

The LUMO energy is -0.1233 hartree. For the calculated total energy, the calculation gives -6046.11376 a.u. Its orbital gap is 6.7 eV. As for the relative energy (zero: lowest compared OMol25 entry of this formula, charge and spin): 33.3 kJ/mol. As for the highest occupied orbital energy: -10.053 eV. The spin multiplicity is 1. The net charge is +1.



No. 2
Here is C14H21NOS2 in the gas phase from the OMol25 dataset. Energies are from wB97M-V/def2-TZVPD.

XYZ file:
```
39
C14H21NOS2 (wB97M-V/def2-TZVPD)
C -2.69919 -2.19463 -4.14004
S -1.73974 -0.71345 -4.58582
C -2.26572 0.37943 -3.27053
C -3.17946 1.37938 -3.56666
C -3.58176 2.26853 -2.58625
C -3.06092 2.16847 -1.30693
C -2.13594 1.18243 -1.01332
C -1.73138 0.27889 -1.98998
C -0.74239 -0.78448 -1.61312
O -1.00991 -1.96791 -1.55113
N 0.47935 -0.28252 -1.33155
C 1.53334 -1.10059 -0.78330
C 1.50085 -1.11302 0.74218
S 1.69051 0.59635 1.37400
C 2.24474 0.35150 3.12991
C 3.67103 -0.18064 3.14272
C 2.19211 1.74631 3.74619
C 1.28759 -0.58644 3.85147
H -2.48397 -2.93491 -4.90341
H -3.75662 -1.94629 -4.14122
H -2.37558 -2.54495 -3.16483
H -3.56657 1.45224 -4.57152
H -4.29878 3.04054 -2.82231
H -3.36881 2.86220 -0.53905
H -1.72068 1.10528 -0.01843
H 0.60255 0.71721 -1.28963
H 2.49479 -0.72260 -1.13828
H 1.37778 -2.11880 -1.15111
H 2.32003 -1.71748 1.12703
H 0.54571 -1.50652 1.09077
H 4.32742 0.48452 2.58600
H 3.73102 -1.17415 2.70267
H 4.03031 -0.24570 4.16837
H 1.17655 2.13448 3.72207
H 2.83239 2.43003 3.19347
H 2.52885 1.70996 4.78032
H 1.53955 -0.61950 4.91033
H 0.26268 -0.23453 3.75320
H 1.34825 -1.59864 3.45773
```

The LUMO energy is 0.0244 hartree. For the calculated total energy, the calculation gives -1472.46350 a.u. Its orbital gap is 9.2 eV. The structure (SMILES) is CSc1ccccc1C(=O)NCCSC(C)(C)C. As for the relative energy (zero: lowest compared OMol25 entry of this formula, charge and spin): 0.0 kJ/mol. As for the highest occupied orbital energy: -8.536 eV. The spin multiplicity is 1.



No. 3
Here is 2 unconnected molecules or ions with the total composition C2H5N2S at a distorted geometry from the OMol25 dataset. Energies are from wB97M-V/def2-TZVPD.

XYZ file:
```
10
C2H5N2S (wB97M-V/def2-TZVPD)
C 0.29216 0.28065 1.03008
C -0.65221 0.02867 -0.86326
N 2.43179 1.26530 0.46750
N 1.47744 0.75071 0.73169
S -1.56345 -1.39765 -0.81979
H -0.37851 1.21010 1.25982
H 0.22587 -0.64047 1.61527
H -1.31180 0.94642 -0.90367
H 0.27644 0.10698 -1.47470
H -0.79774 -2.55072 -1.04294
```

The LUMO energy is -0.2103 hartree. For the calculated total energy, the calculation gives -586.51308 a.u. Its orbital gap is 8.4 eV. As for the relative energy (zero: lowest compared OMol25 entry of this formula, charge and spin): 299.5 kJ/mol. As for the highest occupied orbital energy: -14.103 eV. The spin multiplicity is 1. The net charge is +1.



No. 4
Here is a molecular structure, C30H19Cl5CsN3OP from the OMol25 dataset. Energies are from wB97M-V/def2-TZVPD.

XYZ file:
```
60
C30H19Cl5CsN3OP (wB97M-V/def2-TZVPD)
Cs -0.00652 2.04990 -0.95819
N 0.13399 -1.18083 -0.52967
P -0.44536 -1.62681 1.00059
C 1.00324 -2.46159 1.74897
C 1.00950 -2.71344 3.12057
C 2.06829 -3.38149 3.71373
C 3.13616 -3.81873 2.93916
C 3.13330 -3.58364 1.57301
C 2.07209 -2.91112 0.97979
C -0.33511 0.00823 1.84278
C -1.50677 0.76091 1.91028
C -1.48440 2.07592 2.36067
C -0.28582 2.64078 2.77087
C 0.88589 1.89124 2.72922
C 0.86393 0.58399 2.26480
C -0.55670 -1.40890 -1.69488
C -1.55576 -2.39630 -1.82470
C -2.18726 -2.55022 -3.03533
C -1.82115 -1.74847 -4.11591
C -0.83512 -0.81081 -3.89842
N -0.22125 -0.61922 -2.72916
H 1.12741 -0.58591 -0.60147
H 0.18026 -2.37251 3.73214
H 2.06276 -3.56130 4.78179
H 3.96674 -4.33737 3.40156
H 3.96601 -3.91001 0.96232
H 2.08717 -2.71148 -0.08296
H -2.43873 0.32734 1.56645
H -2.39222 2.66430 2.35891
H -0.26241 3.66667 3.11675
H 1.82272 2.33216 3.04957
H 1.78330 0.01421 2.20558
H -1.81638 -3.00912 -0.97356
H -2.96421 -3.29708 -3.14504
H -2.29413 -1.84126 -5.08304
H -0.51845 -0.15375 -4.70307
Cl -8.34013 2.75426 -0.68248
C -6.61704 2.90101 -0.63107
C -5.79879 1.82963 -0.99251
Cl -6.52102 0.33928 -1.49369
C -4.42351 1.94943 -0.95421
Cl -3.39882 0.61623 -1.39726
C -3.75611 3.15422 -0.56046
O -2.50410 3.25300 -0.53876
C -4.63636 4.21518 -0.18874
Cl -3.88502 5.68828 0.32283
C -6.01350 4.09124 -0.22555
Cl -7.00834 5.42911 0.23922
N 7.97686 0.35906 -1.77388
C 6.84724 0.28998 -1.56178
C 5.43834 0.20230 -1.29706
C 4.86700 0.95816 -0.27837
C 3.50361 0.84887 -0.02617
C 2.64213 0.00962 -0.74722
C 3.27390 -0.71892 -1.77500
C 4.62739 -0.64408 -2.05635
H 5.49590 1.61543 0.31176
H 3.11415 1.45297 0.79343
H 2.67050 -1.38727 -2.38820
H 5.07072 -1.23131 -2.85260
```

The LUMO energy is 0.0673 hartree. For the calculated total energy, the calculation gives -4056.68880 a.u. Its orbital gap is 6.9 eV. As for the relative energy (zero: lowest compared OMol25 entry of this formula, charge and spin): 107.0 kJ/mol. As for the highest occupied orbital energy: -5.095 eV. The spin multiplicity is 1. The net charge is -1.